Entry 1:
One molecule with the formula F3HN2 at a distorted geometry, computed with ωB97M-V/def2-TZVPD.

```
6
Properties=species:S:1:pos:R:3
F 0.143 -1.838 -0.096
N -0.423 -0.527 -0.225
N -1.687 -0.536 0.019
F -2.341 0.216 -1.003
F -2.153 0.110 1.107
H -0.032 0.172 0.495
```

The largest force on an atom comes out at 0.0946 hartree/bohr. The total charge is 0. For the HOMO-LUMO gap, the calculation gives 11.9 eV. The SMILES is FNN(F)F. As for the LUMO energy: 0.3949 eV.



Entry 2:
A 2-piece molecular cluster, F3HN2O2S overall at a distorted geometry, computed with ωB97M-V/def2-TZVPD.

```
9
Properties=species:S:1:pos:R:3
N -1.502 -0.235 -0.217
N 1.643 -1.302 0.227
O -0.068 1.967 -0.425
O -1.297 1.446 1.639
F -1.610 -0.041 -1.581
F 2.536 -0.661 1.002
F 1.854 -1.051 -1.088
S -0.485 1.033 0.548
H -1.071 -1.157 -0.104
```

The largest force on an atom comes out at 0.0336 hartree/bohr. The total charge is 0. For the HOMO-LUMO gap (alpha / beta), the calculation gives 8.7 / 8.6 eV. As for the LUMO energy (alpha / beta): -1.6028 / -2.7497 eV.



Entry 3:
A 2-piece molecular cluster, F3NO2S overall at a distorted geometry, computed with ωB97M-V/def2-TZVPD.

```
7
Properties=species:S:1:pos:R:3
N -0.719 -1.246 0.387
O -0.106 -1.214 -1.899
O 1.406 1.818 0.385
F -0.606 -0.752 1.693
F 1.805 0.979 1.271
F -1.501 0.759 -1.064
S -0.281 -0.344 -0.774
```

The largest force on an atom comes out at 0.0636 hartree/bohr. The total charge is 0. For the HOMO-LUMO gap (alpha / beta), the calculation gives 5.1 / 5.0 eV. As for the LUMO energy (alpha / beta): -5.1695 / -5.1893 eV.



Entry 4:
One molecule with the formula F3NS at a distorted geometry, computed with ωB97M-V/def2-TZVPD.

```
5
Properties=species:S:1:pos:R:3
N -0.132 -0.591 -0.960
F -1.452 -0.955 -1.066
F 1.528 -0.078 1.372
F 0.119 1.783 0.534
S -0.053 0.121 0.933
```

The largest force on an atom comes out at 0.0930 hartree/bohr. The total charge is 0. For the HOMO-LUMO gap (alpha / beta), the calculation gives 8.2 / 8.2 eV. As for the LUMO energy (alpha / beta): -1.3769 / -1.3749 eV.



Entry 5:
One molecule with the formula F4HNP2 at a distorted geometry, computed with ωB97M-V/def2-TZVPD.

```
8
Properties=species:S:1:pos:R:3
N -0.463 -1.759 1.260
F 1.797 1.847 -1.042
F -0.516 1.586 -1.421
F 0.246 1.583 0.741
F -0.360 -1.807 -1.216
P 0.678 0.822 -0.593
P -0.855 -0.894 0.084
H -0.527 -1.379 2.188
```

The largest force on an atom comes out at 0.0801 hartree/bohr. The total charge is 0. For the HOMO-LUMO gap, the calculation gives 8.9 eV. As for the LUMO energy: -1.3282 eV.



Entry 6:
One molecule with the formula F5HSi2 at a distorted geometry, computed with ωB97M-V/def2-TZVPD.

```
8
Properties=species:S:1:pos:R:3
F 1.114 0.958 -1.352
Si 0.901 0.709 0.217
F 0.527 2.128 0.833
Si -0.879 -0.783 -0.150
F -0.675 -1.815 1.032
F -1.048 -1.690 -1.442
F -2.256 -0.112 0.220
H 2.316 0.604 0.643
```

The largest force on an atom comes out at 0.0383 hartree/bohr. The total charge is 0. For the HOMO-LUMO gap, the calculation gives 11.4 eV. The SMILES is F[SiH](F)[Si](F)(F)F. As for the LUMO energy: -0.4438 eV.



Entry 7:
A 8-piece molecular cluster, F6H14O7P overall at a distorted geometry, computed with ωB97M-V/def2-TZVPD.

```
28
Properties=species:S:1:pos:R:3
P -0.166 0.533 -0.420
F 0.856 1.781 -0.677
F 0.136 0.689 1.135
F -1.270 1.721 -0.178
F -1.337 -0.556 -0.236
F -0.460 0.503 -1.985
F 0.884 -0.755 -0.527
O -2.519 2.601 1.828
H -2.120 2.404 0.981
H -2.953 1.787 2.085
O 2.059 0.296 3.460
H 1.387 -0.286 3.815
H 1.571 0.942 2.950
O -0.678 -2.451 2.121
H -0.713 -3.302 1.684
H -0.767 -1.814 1.412
O -0.813 -1.809 -3.079
H -1.437 -1.245 -3.537
H -0.200 -1.202 -2.665
O 2.616 -2.756 0.354
H 2.121 -2.084 -0.115
H 2.612 -3.511 -0.234
O 3.590 1.558 -1.150
H 3.351 2.323 -0.626
H 2.929 0.901 -0.931
O -3.231 1.421 -1.740
H -2.932 1.085 -2.586
H -2.514 1.225 -1.137
```

The largest force on an atom comes out at 0.0349 hartree/bohr. The total charge is -1. For the HOMO-LUMO gap, the calculation gives 11.1 eV. As for the LUMO energy: 3.0673 eV.



Entry 8:
A 12-piece molecular cluster, F6H22O11P overall at a distorted geometry, computed with ωB97M-V/def2-TZVPD.

```
40
Properties=species:S:1:pos:R:3
P 0.562 -0.199 -0.257
F -0.168 0.523 1.017
F -0.182 0.840 -1.253
F 1.762 0.872 -0.056
F 1.336 -0.921 -1.473
F 1.272 -1.240 0.740
F -0.755 -1.157 -0.432
O -2.392 -4.124 -0.249
H -2.339 -4.616 -1.077
H -2.699 -3.244 -0.507
O 2.127 3.149 2.136
H 2.255 2.747 3.003
H 2.665 2.615 1.537
O 0.222 -4.203 0.414
H -0.573 -4.743 0.328
H 0.004 -3.388 -0.052
O 4.188 0.273 -1.644
H 3.596 0.127 -2.388
H 3.617 0.642 -0.960
O -1.604 1.239 -4.063
H -1.223 0.473 -3.601
H -1.018 1.384 -4.810
O -0.609 -1.419 -3.420
H 0.224 -1.682 -3.007
H -1.021 -2.241 -3.703
O -0.768 3.654 1.958
H -1.352 3.535 2.716
H 0.060 3.219 2.215
O -0.982 -0.246 4.432
H -1.661 -0.700 4.937
H -1.111 -0.566 3.521
O -1.086 -2.298 2.253
H -0.796 -1.803 1.471
H -0.452 -3.020 2.326
O 1.603 3.531 -1.160
H 1.561 4.088 -0.374
H 1.361 2.649 -0.841
O -2.262 2.103 0.020
H -1.784 2.608 0.699
H -1.578 1.538 -0.394
```

The largest force on an atom comes out at 0.0321 hartree/bohr. The total charge is -1. For the HOMO-LUMO gap, the calculation gives 9.3 eV. As for the LUMO energy: 2.3108 eV.



Entry 9:
A 14-piece molecular cluster, F6H26O13P overall at a distorted geometry, computed with ωB97M-V/def2-TZVPD.

```
46
Properties=species:S:1:pos:R:3
P 9.360 7.625 42.614
F 8.711 6.876 41.285
F 10.150 6.261 43.161
F 10.497 8.101 41.592
F 10.030 8.328 43.928
F 8.558 9.081 42.339
F 8.064 7.193 43.544
O 5.694 5.536 44.133
H 5.945 5.627 45.052
H 4.828 5.131 44.159
O 11.065 7.842 46.803
H 11.317 7.001 46.422
H 10.418 8.197 46.194
O 12.911 8.458 42.850
H 12.935 8.900 42.001
H 12.021 8.604 43.171
O 11.669 3.959 42.385
H 10.959 4.500 42.732
H 12.293 3.890 43.108
O 6.028 9.935 41.994
H 5.552 9.115 41.857
H 6.866 9.665 42.369
O 7.005 8.881 45.681
H 7.525 8.276 45.152
H 6.121 8.817 45.321
O 11.667 5.329 45.536
H 12.118 4.527 45.799
H 12.227 5.707 44.858
O 8.806 5.630 45.915
H 8.464 5.557 45.024
H 9.750 5.743 45.801
O 8.882 12.046 41.892
H 8.420 11.278 42.226
H 8.408 12.791 42.261
O 7.387 4.457 42.100
H 7.086 4.728 42.968
H 7.615 5.275 41.659
O 11.683 7.400 38.941
H 11.023 8.093 38.937
H 12.315 7.667 38.273
O 4.927 7.417 42.246
H 4.785 6.877 41.469
H 5.277 6.810 42.899
O 9.163 8.915 39.246
H 9.003 8.522 40.104
H 9.188 9.857 39.415
```

The largest force on an atom comes out at 0.0356 hartree/bohr. The total charge is -1. For the HOMO-LUMO gap, the calculation gives 10.1 eV. As for the LUMO energy: 2.2010 eV.



Entry 10:
A 14-piece molecular cluster, F6H26O13P overall at a distorted geometry, computed with ωB97M-V/def2-TZVPD.

```
46
Properties=species:S:1:pos:R:3
P -0.001 0.501 -1.389
F -1.335 1.463 -1.315
F -0.654 -0.141 -2.749
F 0.808 1.584 -2.279
F 1.198 -0.613 -1.414
F 0.601 1.027 0.074
F -0.907 -0.557 -0.558
O -0.359 -6.338 2.242
H -0.774 -5.486 2.104
H -1.063 -6.972 2.102
O 5.890 -0.844 -0.275
H 5.355 -0.154 -0.667
H 5.262 -1.517 -0.015
O -0.350 4.908 4.913
H -0.681 4.278 4.273
H -1.136 5.285 5.308
O -2.990 -3.099 4.342
H -2.515 -2.270 4.280
H -3.841 -2.917 3.943
O 0.935 -0.717 4.377
H 1.011 -0.033 3.713
H 1.549 -1.395 4.095
O -6.370 4.183 -3.425
H -6.729 3.636 -2.727
H -5.425 4.172 -3.277
O -6.008 -0.627 -0.058
H -5.082 -0.605 -0.298
H -6.054 -0.149 0.770
O 3.848 -5.674 -3.577
H 3.788 -6.626 -3.497
H 4.074 -5.373 -2.697
O -0.278 6.633 0.455
H -0.254 6.433 1.390
H -1.067 6.195 0.136
O 3.861 4.782 0.644
H 3.102 4.819 0.062
H 4.204 5.675 0.649
O -0.616 -4.744 -2.750
H -0.670 -3.851 -3.090
H 0.310 -4.976 -2.831
O 3.495 -4.684 1.106
H 2.735 -5.144 1.463
H 3.716 -4.032 1.772
O -0.184 4.683 -5.497
H 0.106 3.951 -4.952
H -0.507 5.333 -4.873
```

The largest force on an atom comes out at 0.0420 hartree/bohr. The total charge is -1. For the HOMO-LUMO gap, the calculation gives 10.9 eV. As for the LUMO energy: 1.9736 eV.



Entry 11:
A 14-piece molecular cluster, F6H26O13P overall at a distorted geometry, computed with ωB97M-V/def2-TZVPD.

```
46
Properties=species:S:1:pos:R:3
P -0.302 0.078 0.059
F -0.642 1.472 0.853
F 0.122 -0.516 1.532
F -1.922 -0.296 0.195
F 0.184 -1.358 -0.659
F -0.507 0.691 -1.427
F 1.272 0.527 -0.131
O -2.497 4.667 -2.558
H -3.352 4.522 -2.153
H -1.994 3.881 -2.344
O -7.559 -0.619 -2.787
H -7.112 -1.143 -2.122
H -7.034 -0.735 -3.578
O -0.317 4.723 5.137
H 0.587 4.420 5.047
H -0.670 4.694 4.248
O -6.739 -3.517 0.434
H -7.147 -4.361 0.242
H -6.654 -3.502 1.387
O -0.920 8.164 0.933
H -0.457 7.336 0.801
H -0.853 8.613 0.091
O 3.308 -3.988 5.231
H 2.641 -4.533 5.648
H 3.094 -3.096 5.504
O -3.766 -5.530 -1.697
H -4.051 -4.731 -1.253
H -4.453 -5.705 -2.341
O 2.877 2.519 -6.113
H 2.355 3.134 -6.627
H 2.233 1.942 -5.702
O 5.880 2.635 -1.890
H 5.161 2.655 -2.521
H 5.831 1.763 -1.497
O 6.622 -0.595 2.047
H 7.063 -0.736 2.885
H 5.989 0.101 2.223
O 4.309 -4.239 -0.452
H 3.482 -3.968 -0.054
H 4.978 -3.973 0.179
O 0.695 -0.089 6.535
H -0.130 0.373 6.686
H 0.665 -0.338 5.611
O -0.362 -3.679 -5.463
H -0.482 -3.839 -4.527
H 0.573 -3.821 -5.612
```

The largest force on an atom comes out at 0.0395 hartree/bohr. The total charge is -1. For the HOMO-LUMO gap, the calculation gives 10.7 eV. As for the LUMO energy: 1.9659 eV.



Entry 12:
F6N3O12S6Sn as an isolated structure at a distorted geometry, computed with ωB97M-V/def2-TZVPD.

```
28
Properties=species:S:1:pos:R:3
Sn -0.458 -0.824 1.070
N -1.595 0.983 -0.875
S -1.471 2.296 -1.663
O -1.975 3.489 -1.044
O -1.305 2.271 -3.102
F 0.054 2.444 -1.126
S -3.108 0.697 -1.493
O -3.147 -0.083 -2.693
O -4.191 1.690 -1.283
F -3.394 -0.374 -0.373
N 0.766 -2.653 -0.832
S -0.153 -3.136 -2.192
O -1.422 -3.782 -1.909
O 0.498 -3.440 -3.497
F -0.674 -1.657 -2.488
S 1.821 -3.621 -0.942
O 2.912 -3.124 -1.824
O 1.486 -5.046 -1.019
F 2.399 -3.422 0.563
N 1.101 1.120 2.407
S 0.537 2.696 2.640
O 1.034 3.571 1.547
O 0.541 3.167 4.074
F -1.023 2.394 2.327
S 2.301 1.229 3.274
O 2.056 0.935 4.669
O 3.322 2.261 2.989
F 3.090 -0.080 2.795
```

The largest force on an atom comes out at 0.2354 hartree/bohr. The total charge is -2. For the HOMO-LUMO gap (alpha / beta), the calculation gives 5.8 / 8.7 eV. As for the spin multiplicity: 2. The expectation value of S² is 0.753. As for the LUMO energy (alpha / beta): 3.0760 / 3.1801 eV.